Entry 1:
A molecular structure, C4H10N4 at a distorted geometry, computed with wB97M-V/def2-TZVPD.

Results
Frontier orbital gap = 8.497 eV
Highest occupied orbital energy = -8.5 eV
Molar mass = 114.15 u
DFT total energy = -10262.9334 eV
Energy above the lowest of the compared OMol25 structures with the same formula, charge and spin = 7.917 eV

Element x y z (Å)
C (-0.662, -0.862, 0.864)
C (0.125, -0.589, -0.436)
C (0.318, 0.660, -0.861)
C (0.529, 1.791, 0.109)
H (-0.946, -2.786, 1.424)
H (-1.890, -1.896, -0.532)
H (-0.871, 0.137, 1.285)
H (-0.042, -1.615, 1.670)
H (0.900, -1.770, -1.926)
H (0.092, -2.732, -0.859)
H (0.934, 0.837, -1.741)
H (-0.468, 3.137, -1.477)
H (0.654, 3.897, 0.036)
H (1.332, 0.725, 1.701)
N (-1.782, -1.797, 0.968)
N (0.525, -1.879, -1.018)
N (0.073, 2.983, -0.485)
N (1.175, 1.761, 1.277)

Quick look at the natural (NBO) charges, all values in e: -0.29 0.23 -0.41 0.42 0.33 0.29 0.22 0.17 0.38 0.39 0.22 0.44 0.41 0.36 -0.71 -0.82 -0.87 -0.74

---

Entry 2:
A molecular structure, C39H33ClN6O3P2SV at a distorted geometry, computed with wB97M-V/def2-TZVPD.

Results
Frontier orbital gap (alpha / beta) = 4.496 / 7.189 eV
Highest occupied orbital energy (alpha / beta) = -5.2 / -7.9 eV
Molar mass = 814.14 u
DFT total energy = -123684.8814 eV
2S+1 = 4
⟨S²⟩ = 3.81
Energy above the lowest of the compared OMol25 structures with the same formula, charge and spin = 1.760 eV

Element x y z (Å)
V (0.562, -0.255, -0.186)
Cl (0.598, -4.445, 5.049)
C (0.972, -3.088, 4.048)
C (0.593, -1.808, 4.452)
C (0.813, -0.725, 3.636)
C (1.354, -0.881, 2.341)
O (1.438, 0.097, 1.517)
C (1.791, -2.194, 1.981)
C (2.474, -2.331, 0.736)
N (2.282, -1.511, -0.239)
C (3.064, -1.602, -1.374)
C (3.531, -2.791, -1.906)
C (4.338, -2.800, -3.044)
C (4.711, -1.627, -3.646)
C (4.248, -0.393, -3.148)
C (4.597, 0.850, -3.713)
C (4.102, 1.997, -3.151)
C (3.217, 1.896, -2.068)
N (2.857, 0.763, -1.520)
C (3.385, -0.374, -2.019)
C (1.608, -3.276, 2.843)
H (0.101, -1.672, 5.401)
H (0.507, 0.266, 3.936)
H (3.238, -3.115, 0.666)
H (3.237, -3.728, -1.457)
H (4.670, -3.745, -3.447)
H (5.345, -1.628, -4.519)
H (5.256, 0.882, -4.569)
H (4.372, 2.967, -3.541)
H (2.800, 2.801, -1.641)
H (1.919, -4.263, 2.535)
C (-0.957, 1.396, -3.239)
P (-1.130, 0.889, -1.480)
C (-2.488, -0.326, -1.714)
C (-2.091, 2.315, -0.823)
C (-3.437, 2.308, -0.487)
C (-4.008, 3.427, 0.098)
C (-3.246, 4.554, 0.352)
C (-1.899, 4.568, 0.027)
C (-1.318, 3.447, -0.547)
P (0.436, 3.258, -1.054)
C (0.588, 4.865, -1.968)
C (1.425, 3.682, 0.454)
H (-1.887, 1.870, -3.548)
H (-0.783, 0.502, -3.832)
H (-0.126, 2.084, -3.379)
H (-3.215, 0.079, -2.422)
H (-2.969, -0.539, -0.759)
H (-2.075, -1.252, -2.114)
H (-4.051, 1.441, -0.681)
H (-5.058, 3.412, 0.346)
H (-3.707, 5.420, 0.806)
H (-1.322, 5.459, 0.233)
H (0.443, 5.715, -1.302)
H (-0.160, 4.893, -2.759)
H (1.578, 4.928, -2.417)
H (0.868, 4.311, 1.147)
H (2.329, 4.204, 0.143)
H (1.713, 2.747, 0.939)
O (-4.793, -3.524, 4.016)
N (-3.964, -3.820, 3.155)
O (-3.832, -4.971, 2.736)
C (-3.159, -2.785, 2.640)
C (-3.396, -1.500, 3.140)
C (-2.673, -0.394, 2.702)
C (-2.834, 0.923, 3.205)
C (-2.009, 1.912, 2.734)
C (-1.060, 1.621, 1.749)
N (-0.948, 0.423, 1.189)
C (-1.695, -0.569, 1.680)
C (-1.444, -1.867, 1.155)
N (-0.498, -1.926, 0.200)
C (-0.214, -3.119, -0.323)
C (-0.803, -4.283, 0.133)
C (-1.751, -4.247, 1.137)
C (-2.140, -3.002, 1.657)
H (-4.158, -1.384, 3.894)
H (-3.582, 1.106, 3.961)
H (-2.085, 2.922, 3.110)
H (-0.376, 2.380, 1.417)
H (0.499, -3.148, -1.135)
H (-0.521, -5.225, -0.307)
H (-2.191, -5.156, 1.508)
S (1.015, -2.130, -4.344)
C (0.723, -1.375, -2.988)
N (0.455, -0.791, -1.995)

Quick look at the Mulliken charges, all values in e: 0.20 -0.25 -0.02 -0.75 -0.43 0.85 -0.71 -0.22 0.00 0.88 -0.82 -0.01 -1.32 -0.74 0.79 -0.83 -1.36 0.03 0.16 0.71 -0.87 0.45 0.55 0.60 0.47 0.39 0.42 0.45 0.44 0.34 0.51 -1.45 2.23 -1.62 -0.33 -1.14 -0.79 -0.99 -0.53 0.19 1.93 -1.38 -1.49 0.43 0.58 0.27 0.54 0.37 0.30 0.43 0.44 0.42 0.36 0.42 0.37 0.46 0.51 0.55 0.08 -0.75 1.02 -0.74 -1.13 -0.95 1.01 -0.98 -1.46 -1.07 1.90 -0.82 -0.43 1.47 -0.23 -1.41 -0.75 1.15 0.60 0.54 0.49 0.56 0.06 0.52 0.61 -0.39 0.81 -0.77

---

Entry 3:
2 unconnected molecules or ions with the total composition C5H17N3O at a distorted geometry, computed with wB97M-V/def2-TZVPD.

Results
Frontier orbital gap = 9.350 eV
Highest occupied orbital energy = -8.3 eV
Molar mass = 135.21 u
DFT total energy = -11976.3812 eV
SMILES = NCCCNCCN.O
Energy above the lowest of the compared OMol25 structures with the same formula, charge and spin = 2.596 eV

Element x y z (Å)
N (1.505, -1.655, 0.459)
C (1.810, -0.318, 0.980)
C (2.062, 0.700, -0.181)
C (0.987, 0.905, -1.313)
N (-0.262, 1.699, -1.032)
C (-1.420, 0.920, -0.613)
C (-1.738, 1.032, 0.926)
N (-2.040, -0.319, 1.417)
H (0.929, -1.692, -0.355)
H (2.333, -2.245, 0.323)
H (0.902, -0.040, 1.477)
H (2.739, -0.280, 1.624)
H (2.831, 0.188, -0.702)
H (2.256, 1.732, 0.239)
H (0.674, -0.105, -1.734)
H (1.540, 1.608, -2.047)
H (0.177, 2.441, -0.457)
H (-2.398, 1.178, -1.054)
H (-1.431, -0.247, -0.862)
H (-0.837, 1.444, 1.406)
H (-2.593, 1.737, 1.096)
H (-1.115, -0.928, 1.543)
H (-2.593, -0.346, 2.214)
O (-1.180, -2.500, -1.345)
H (-1.890, -1.839, -1.434)
H (-1.249, -3.071, -0.573)

Quick look at the natural (NBO) charges, all values in e: -0.88 -0.22 -0.44 -0.22 -0.66 -0.23 -0.23 -0.87 0.38 0.36 0.17 0.20 0.21 0.19 0.20 0.20 0.37 0.19 0.19 0.16 0.19 0.37 0.36 -0.96 0.49 0.49

---

Entry 4:
A single C3H6N2O molecule at a distorted geometry, computed with wB97M-V/def2-TZVPD.

Results
Frontier orbital gap = 11.345 eV
Highest occupied orbital energy = -10.7 eV
Molar mass = 86.09 u
DFT total energy = -8235.1542 eV
SMILES = N#C[C@@H](N)CO
Energy above the lowest of the compared OMol25 structures with the same formula, charge and spin = 1.545 eV

Element x y z (Å)
N (0.110, 2.580, -1.049)
C (-0.241, 1.544, -0.673)
C (-0.526, 0.178, -0.169)
N (-0.192, -0.872, -1.124)
C (0.254, 0.004, 1.178)
O (0.590, -1.322, 1.452)
H (-1.600, 0.105, 0.020)
H (-0.883, -0.883, -1.869)
H (0.708, -0.708, -1.565)
H (1.131, 0.665, 1.148)
H (-0.383, 0.367, 1.988)
H (1.033, -1.657, 0.663)

Quick look at the natural (NBO) charges, all values in e: -0.32 0.25 -0.18 -0.82 -0.05 -0.69 0.23 0.38 0.36 0.16 0.19 0.47

---

Entry 5:
A molecular structure, C29H45AsMnN3S5Si3Te at a distorted geometry, computed with wB97M-V/def2-TZVPD.

Results
Frontier orbital gap (alpha / beta) = 5.010 / 7.176 eV
Highest occupied orbital energy (alpha / beta) = -6.9 / -7.6 eV
Molar mass = 937.75 u
DFT total energy = -212537.9726 eV
2S+1 = 5
⟨S²⟩ = 6.27
Energy above the lowest of the compared OMol25 structures with the same formula, charge and spin = 0.947 eV

Element x y z (Å)
Mn (-0.791, 0.901, -0.273)
C (3.618, 0.447, -2.890)
Si (2.001, -0.218, -2.142)
C (0.663, -0.104, -3.496)
C (2.410, -2.006, -1.728)
C (1.459, 0.868, -0.677)
Si (2.359, 0.413, 0.933)
C (1.956, -1.346, 1.522)
C (1.920, 1.673, 2.285)
C (4.243, 0.438, 0.728)
Si (1.725, 2.647, -1.193)
C (1.259, 3.160, -2.959)
C (3.421, 3.416, -0.867)
C (0.439, 3.587, -0.156)
C (0.437, 4.958, 0.070)
C (-0.597, 5.552, 0.770)
C (-1.624, 4.743, 1.236)
C (-1.565, 3.389, 0.987)
N (-0.563, 2.814, 0.299)
H (3.907, -0.166, -3.747)
H (4.437, 0.412, -2.168)
H (3.530, 1.479, -3.236)
H (0.243, -1.081, -3.736)
H (1.056, 0.325, -4.421)
H (-0.159, 0.531, -3.161)
H (2.608, -2.565, -2.646)
H (1.598, -2.501, -1.209)
H (3.304, -2.071, -1.102)
H (1.072, -1.736, 1.018)
H (1.758, -1.355, 2.595)
H (2.785, -2.030, 1.321)
H (0.841, 1.813, 2.361)
H (2.367, 2.652, 2.084)
H (2.273, 1.339, 3.262)
H (4.577, -0.289, -0.016)
H (4.715, 0.175, 1.678)
H (4.621, 1.418, 0.429)
H (1.864, 2.646, -3.707)
H (1.420, 4.233, -3.085)
H (0.211, 2.951, -3.184)
H (4.201, 2.838, -1.366)
H (3.664, 3.451, 0.197)
H (3.464, 4.435, -1.259)
H (1.262, 5.547, -0.308)
H (-0.609, 6.619, 0.951)
H (-2.462, 5.149, 1.784)
H (-2.338, 2.731, 1.358)
C (-5.240, 0.593, 0.178)
As (-4.606, 0.962, -1.613)
C (-5.966, 2.157, -2.315)
C (-4.903, -0.630, -2.676)
S (-2.783, 2.011, -1.752)
H (-6.323, 0.468, 0.150)
H (-4.981, 1.429, 0.823)
H (-4.771, -0.311, 0.558)
H (-6.943, 1.687, -2.201)
H (-5.768, 2.340, -3.370)
H (-5.949, 3.105, -1.784)
H (-5.940, -0.626, -3.010)
H (-4.715, -1.511, -2.076)
H (-4.232, -0.632, -3.532)
S (-2.615, -6.547, 0.428)
C (-2.020, -5.053, 0.105)
S (-3.014, -3.637, -0.195)
C (-1.559, -2.655, -0.434)
N (-0.488, -3.322, -0.227)
N (-0.724, -4.637, 0.055)
C (0.435, -5.448, 0.259)
C (1.443, -4.934, 1.064)
C (2.590, -5.679, 1.277)
C (2.727, -6.928, 0.690)
C (1.730, -7.415, -0.142)
C (0.580, -6.676, -0.369)
S (-1.703, -1.027, -0.961)
H (1.322, -3.958, 1.515)
H (3.382, -5.288, 1.903)
H (3.611, -7.525, 0.876)
H (1.847, -8.375, -0.627)
H (-0.189, -7.048, -1.028)
Te (-1.700, -0.091, 2.048)
C (-1.389, 0.888, 3.900)
C (-2.128, 1.857, 4.515)
C (-1.735, 2.103, 5.859)
C (-0.700, 1.314, 6.250)
S (-0.199, 0.273, 4.983)
H (-2.940, 2.378, 4.026)
H (-2.218, 2.823, 6.506)
H (-0.203, 1.282, 7.207)

Quick look at the Mulliken charges, all values in e: 0.06 -1.07 0.18 -1.01 -0.47 1.26 -0.03 -0.43 -0.65 -1.10 -1.20 -1.13 -1.22 0.43 -0.76 -0.48 -1.19 -0.06 1.23 0.40 0.28 0.29 0.34 0.43 0.10 0.45 -0.13 0.23 -0.44 0.67 0.37 -0.09 0.23 0.41 0.28 0.42 0.28 0.33 0.41 0.27 0.36 0.38 0.47 0.44 0.44 0.46 0.21 -0.91 0.78 -1.18 -0.96 -0.58 0.46 0.28 0.24 0.42 0.37 0.35 0.44 0.23 0.31 -0.33 0.13 -0.15 -0.25 -0.15 0.25 0.16 -0.10 -0.69 -0.47 -0.66 -0.37 0.03 0.46 0.40 0.39 0.37 0.44 -0.09 0.04 -0.35 -0.55 -0.53 -0.07 0.41 0.37 0.39

---

Entry 6:
A single C2HClN2O molecule at a distorted geometry, computed with wB97M-V/def2-TZVPD.

Results
Frontier orbital gap = 8.927 eV
Highest occupied orbital energy = -10.2 eV
Molar mass = 104.50 u
DFT total energy = -19636.5423 eV
SMILES = N#C[C@@H](Cl)N=O
Energy above the lowest of the compared OMol25 structures with the same formula, charge and spin = 3.372 eV

Element x y z (Å)
N (0.960, 1.388, -2.258)
C (0.951, 0.850, -1.255)
C (0.831, 0.115, -0.059)
Cl (1.525, -1.609, -0.097)
N (1.311, 1.029, 1.321)
O (1.504, 0.414, 2.298)
H (-0.254, -0.131, 0.072)

Quick look at the natural (NBO) charges, all values in e: -0.23 0.20 -0.27 -0.03 0.24 -0.18 0.26